Record 1
Computed, not measured: C14H24FLiN2O3S as an isolated structure, with the ωB97M-V functional and the def2-TZVPD basis.

Summary:
charge	+1
maximum force	0.0220	Eh/bohr
HOMO-LUMO gap (alpha / beta)	6.534 / 6.514	eV
E_LUMO (alpha / beta)	-0.1609 / -0.1616	Ha
DFT total energy	-37780.5611	eV
spin multiplicity	2

```
46
Properties=species:S:1:pos:R:3:forces:R:3
C 0.811 -5.085 0.930 -0.356 0.197 -0.179
C 0.809 -4.275 -0.372 -0.053 -0.428 0.028
S -0.570 -3.101 -0.359 -0.141 0.069 0.103
C 0.160 -1.691 -1.213 -0.010 0.061 -0.083
C -0.321 -0.280 -0.802 -0.216 0.053 0.179
C -1.756 0.040 -1.236 -0.010 0.789 -0.534
O -2.036 1.110 -1.743 0.083 -0.927 0.260
N -2.781 -0.959 -1.147 -0.347 0.080 0.091
C -3.508 -1.062 0.060 -0.850 0.340 -0.056
O -4.578 -0.576 0.258 0.693 -0.553 -0.148
F -2.887 -1.794 0.966 0.175 0.045 0.270
C -0.188 -0.087 0.725 0.364 -0.100 -0.273
C -0.366 1.336 1.254 -0.532 0.184 0.288
C 0.292 1.421 2.634 -0.122 0.052 -0.019
C -1.856 1.728 1.416 0.084 0.095 -0.140
N 0.270 2.318 0.328 0.788 -0.680 0.450
O 0.565 3.466 0.813 -0.700 0.415 -0.273
C 1.203 1.833 -0.721 0.035 0.404 -0.213
C 2.577 1.430 -0.131 -0.174 -0.074 -0.050
C 1.400 3.055 -1.600 0.389 0.383 -0.348
C 0.585 0.715 -1.562 0.232 -0.062 -0.001
H 1.804 -5.465 1.154 0.040 -0.105 0.019
H 0.455 -4.470 1.756 0.223 0.034 0.110
H 0.115 -5.918 0.847 0.079 -0.105 0.043
H 0.657 -4.951 -1.211 0.158 0.033 -0.107
H 1.757 -3.764 -0.530 -0.025 0.215 0.085
H 0.071 -1.786 -2.297 -0.063 -0.028 -0.044
H 1.225 -1.712 -0.978 0.043 -0.013 -0.005
H -3.491 -0.702 -1.829 0.096 0.234 -0.053
H -0.876 -0.743 1.252 -0.008 0.037 0.044
H 0.809 -0.448 0.992 0.040 0.009 0.012
H 1.371 1.295 2.591 0.053 -0.012 0.013
H 0.046 2.364 3.116 0.135 0.074 -0.037
H -0.130 0.624 3.246 0.046 -0.066 0.027
H -2.058 2.683 0.936 -0.008 0.052 0.041
H -2.116 1.819 2.467 -0.007 -0.022 0.060
H -2.538 1.007 0.979 -0.036 -0.040 -0.029
H 2.680 1.748 0.901 0.037 0.013 0.065
H 3.379 1.896 -0.702 0.028 0.031 -0.027
H 2.730 0.356 -0.211 -0.018 -0.052 0.229
H 1.918 3.818 -1.010 0.119 0.010 -0.074
H 2.023 2.848 -2.467 -0.098 -0.137 -0.083
H 0.414 3.388 -1.943 -0.169 0.000 -0.252
H 1.421 0.168 -1.997 0.027 -0.026 -0.011
H 0.036 1.133 -2.399 -0.058 0.084 0.036
Li 0.473 5.267 -1.160 0.034 -0.561 0.586
```
Forces are in eV/Å.

Record 2
Computed, not measured: C14H24N10OS2Tl as an isolated structure, with the ωB97M-V functional and the def2-TZVPD basis.

Summary:
charge	-1
maximum force	0.0059	Eh/bohr
HOMO-LUMO gap	6.176	eV
E_LUMO	0.0906	Ha
DFT total energy	-58222.8898	eV

```
52
Properties=species:S:1:pos:R:3:forces:R:3
Tl 0.047 -1.322 -0.654 -0.213 -0.087 0.046
N 3.727 -0.316 -3.528 -0.043 -0.024 0.033
C 2.700 -0.060 -2.613 -0.014 -0.001 -0.017
S 3.040 -0.496 -0.967 -0.007 -0.057 -0.042
N 1.644 0.466 -3.145 0.010 -0.017 -0.183
N 0.522 0.606 -2.338 0.136 -0.001 0.179
C -0.234 1.568 -2.710 -0.073 0.027 0.041
C -1.504 1.999 -2.143 -0.052 0.026 0.076
C -2.022 3.195 -2.662 0.028 -0.032 0.044
C -3.196 3.768 -2.216 -0.002 0.018 -0.003
C -3.898 3.118 -1.193 0.065 -0.003 -0.058
C -3.432 1.938 -0.664 -0.045 0.031 0.004
C -2.233 1.301 -1.118 0.044 0.013 0.036
O -1.886 0.181 -0.617 -0.023 0.014 -0.044
H 4.641 -0.296 -3.110 0.044 0.006 0.017
H 3.633 0.212 -4.383 -0.005 0.023 0.005
H 0.123 2.166 -3.552 -0.013 0.008 -0.044
H -1.455 3.690 -3.446 -0.006 -0.018 -0.001
H -3.557 4.695 -2.646 -0.005 -0.021 0.019
H -4.823 3.548 -0.821 0.016 -0.022 0.017
H -3.979 1.427 0.122 0.021 -0.015 -0.021
C 1.938 2.729 1.989 -0.052 -0.008 -0.007
N 0.874 2.108 2.759 -0.015 0.041 0.034
C 1.193 2.010 4.177 0.016 -0.051 -0.044
C 0.276 0.990 2.151 0.035 0.222 -0.126
N 0.682 0.418 1.105 -0.005 -0.128 0.031
N -0.924 0.662 2.784 0.003 0.035 0.153
C -1.633 -0.526 2.696 -0.199 -0.098 -0.203
N -2.950 -0.374 3.102 0.067 -0.030 -0.053
N -1.098 -1.604 2.293 0.200 0.055 0.060
H 2.185 3.684 2.452 0.010 0.000 0.009
H 1.598 2.913 0.971 0.018 -0.011 0.000
H 2.847 2.114 1.949 0.009 0.004 -0.003
H 1.318 3.012 4.589 0.000 0.012 0.004
H 2.123 1.449 4.345 0.012 0.006 -0.009
H 0.398 1.508 4.719 -0.043 -0.012 -0.021
H 1.593 0.711 0.760 0.032 -0.025 0.032
H -1.428 1.464 3.119 0.017 0.062 0.003
H -3.284 0.475 3.519 0.041 0.025 -0.002
H -3.480 -1.205 3.276 -0.017 -0.024 0.013
H -1.754 -2.376 2.285 -0.073 -0.007 0.014
C 1.579 -4.401 -2.249 0.084 -0.022 0.031
N 1.913 -4.580 -0.849 -0.089 0.075 -0.040
C 1.048 -4.986 0.092 0.031 0.070 -0.013
N -0.241 -5.144 -0.330 -0.006 -0.108 -0.014
S 1.509 -5.336 1.663 0.007 0.007 -0.019
H 2.502 -4.341 -2.821 0.017 0.031 0.016
H 1.007 -3.490 -2.438 -0.010 0.045 0.041
H 1.009 -5.264 -2.597 0.014 -0.006 -0.019
H 2.788 -4.221 -0.507 0.063 -0.060 -0.005
H -0.568 -4.498 -1.035 -0.003 0.048 0.025
H -0.879 -5.289 0.434 -0.029 -0.019 0.007
```
Forces are in eV/Å.

Record 3
Computed, not measured: a single C14H24N2 molecule, with the ωB97M-V functional and the def2-TZVPD basis.

Summary:
maximum force	0.0417	Eh/bohr
HOMO-LUMO gap	8.679	eV
E_LUMO	0.0304	Ha
DFT total energy	-17887.0232	eV
SMILES	CCCN(CCC)[C@@H]1CCn2cccc2C1

```
40
Properties=species:S:1:pos:R:3:forces:R:3
C -1.609 1.586 -2.280 -0.221 -0.136 -0.475
C -1.583 2.058 -0.855 0.631 0.166 0.509
C -0.698 1.258 0.077 -0.380 -1.858 0.232
N -1.133 -0.179 0.143 -0.329 0.343 -0.656
C -2.531 -0.471 0.546 1.919 0.382 0.873
C -2.738 -0.276 2.051 0.656 1.120 -0.355
C -4.172 -0.461 2.486 0.182 -0.293 0.681
C -0.117 -1.178 0.497 -0.232 1.181 0.585
C 0.762 -0.727 1.675 0.383 0.204 0.037
C 1.661 -1.864 2.159 1.134 0.875 -0.230
N 2.347 -2.525 1.033 -0.243 0.329 -0.143
C 3.406 -3.415 1.086 -0.308 -0.577 -1.025
C 3.613 -3.899 -0.189 -0.881 0.213 -0.534
C 2.645 -3.265 -1.078 0.420 -0.172 0.754
C 1.901 -2.434 -0.284 -0.177 -0.002 0.323
C 0.752 -1.533 -0.691 0.818 -0.376 0.887
H -0.571 1.436 -2.632 -0.508 0.222 -0.134
H -2.179 2.297 -2.915 0.620 -0.358 0.232
H -2.114 0.632 -2.349 -0.060 -0.346 -0.111
H -1.135 3.030 -0.857 0.073 0.965 0.116
H -2.554 2.155 -0.413 -0.747 0.125 0.037
H -0.658 1.710 1.092 0.040 0.017 -0.490
H 0.308 1.270 -0.361 -0.042 -0.075 0.307
H -2.763 -1.468 0.250 -0.048 -1.011 -0.184
H -3.213 0.134 -0.005 -0.473 0.776 -0.461
H -2.060 -0.968 2.578 -0.224 0.348 0.025
H -2.398 0.783 2.240 -0.244 -0.983 0.174
H -4.361 -1.545 2.540 -0.336 0.420 0.131
H -4.840 -0.018 1.756 -0.272 0.075 -0.074
H -4.351 0.022 3.470 -0.047 -0.501 -0.534
H -0.614 -2.069 0.866 -0.419 -0.334 -0.158
H 1.376 0.146 1.412 -0.030 -0.257 -0.209
H 0.144 -0.375 2.511 0.017 -0.264 -0.123
H 1.069 -2.561 2.707 -0.469 -0.831 0.333
H 2.411 -1.456 2.870 -0.269 -0.319 -0.469
H 3.893 -3.822 1.966 -0.378 0.616 0.125
H 4.256 -4.736 -0.426 0.159 0.322 -0.051
H 2.443 -3.347 -2.155 0.470 -0.242 0.667
H 1.156 -0.625 -1.107 0.158 0.556 -0.226
H 0.173 -2.000 -1.464 -0.343 -0.321 -0.384
```
Forces are in eV/Å.

Record 4
Computed, not measured: C14H24N2O2Pd as an isolated structure, with the ωB97M-V functional and the def2-TZVPD basis.

Summary:
maximum force	0.0048	Eh/bohr
HOMO-LUMO gap	6.630	eV
E_LUMO	0.0097	Ha
DFT total energy	-25461.4535	eV

```
43
Properties=species:S:1:pos:R:3:forces:R:3
Pd 0.796 0.594 0.005 0.085 -0.072 0.187
C -3.306 -0.931 -0.738 -0.050 -0.019 -0.045
C -2.231 -0.510 0.231 0.132 -0.076 0.140
C -1.649 -1.456 1.108 -0.064 0.112 -0.077
C -2.060 -2.904 1.000 -0.029 -0.075 -0.001
C -0.669 -1.063 2.007 0.000 0.046 -0.060
C -0.080 -2.049 2.985 0.022 -0.054 0.045
C -0.216 0.286 2.038 -0.032 0.033 0.038
C 0.723 0.717 3.144 0.027 0.025 0.019
C -0.849 1.259 1.216 -0.121 -0.130 -0.125
C -0.761 2.741 1.530 0.026 0.058 0.012
C -1.810 0.811 0.258 0.035 0.114 -0.030
C -2.391 1.816 -0.709 -0.064 0.013 0.002
H -2.886 -1.255 -1.695 0.008 -0.010 -0.009
H -3.995 -0.114 -0.948 0.009 0.002 0.002
H -3.900 -1.755 -0.346 0.003 -0.002 0.012
H -2.945 -3.132 1.602 -0.001 0.004 0.001
H -1.266 -3.575 1.321 0.008 0.006 0.005
H -2.296 -3.169 -0.029 0.003 0.008 -0.008
H 0.853 -2.486 2.614 0.012 0.002 -0.003
H -0.763 -2.869 3.194 -0.005 0.004 -0.014
H 0.146 -1.580 3.942 -0.005 0.021 -0.003
H 0.204 0.780 4.107 0.005 0.010 0.017
H 1.169 1.686 2.934 -0.014 -0.007 -0.005
H 1.543 0.010 3.259 -0.017 -0.015 -0.008
H -0.046 3.275 0.900 -0.010 -0.029 -0.010
H -0.471 2.904 2.566 0.004 0.000 0.000
H -1.734 3.214 1.394 -0.008 0.000 0.009
H -3.381 2.163 -0.395 0.005 0.000 0.008
H -2.496 1.382 -1.702 0.012 -0.005 0.005
H -1.748 2.687 -0.807 0.007 -0.003 0.004
C 3.888 0.210 -4.755 -0.005 0.006 -0.042
O 2.525 0.401 -4.402 -0.006 -0.001 -0.028
C 2.112 0.335 -3.116 -0.009 -0.025 0.062
O 0.950 0.440 -2.849 -0.046 0.057 -0.038
N 3.111 0.115 -2.195 -0.031 -0.030 0.051
N 2.795 0.144 -0.825 0.229 0.035 -0.092
H 3.916 0.255 -5.840 0.021 -0.004 0.015
H 4.253 -0.767 -4.433 0.004 0.007 0.007
H 4.522 1.008 -4.360 0.005 -0.010 0.006
H 4.080 0.187 -2.447 -0.038 0.018 -0.010
H 3.271 0.919 -0.373 -0.033 -0.027 -0.025
H 3.091 -0.724 -0.395 -0.074 0.011 -0.013
```
Forces are in eV/Å.